# 1
The ion C4H14N3 with charge +2 at a distorted geometry, computed with the ωB97M-V functional and the def2-TZVPD basis.

Properties
ΔE to the lowest compared entry with this formula, charge and spin ... 85.23 kcal per mole
Molecular weight ... 104.177 g mol⁻¹
Spin multiplicity ... 2
Net charge ... +2
Energy ... -324.27294 hartree
LUMO (alpha / beta) ... -0.2735 / -0.5067 Eh
Kohn-Sham gap (alpha / beta) ... 0.371 / 0.136 Ha

Last column: Löwdin spin population.
Element x y z (Å)
N  -0.904  -0.364  0.847  0.00
C  0.420  0.053  0.243  0.02
C  -0.210  0.763  -1.095  0.00
C  -1.204  -0.161  -1.755  0.00
N  -0.942  -1.636  -1.734  0.00
C  1.278  1.023  1.118  0.10
N  1.701  0.350  2.372  0.78
H  -0.955  -0.463  1.858  0.00
H  -1.225  -1.314  0.425  0.00
H  -1.511  0.376  0.475  0.00
H  1.104  -0.687  -0.274  0.00
H  -0.713  1.675  -0.827  0.00
H  0.533  1.201  -1.719  0.00
H  -2.191  0.178  -1.381  0.00
H  -1.201  0.122  -2.771  0.00
H  -1.578  -2.031  -2.409  0.00
H  -0.053  -1.822  -2.203  0.00
H  0.479  1.808  1.481  0.01
H  2.043  1.549  0.589  0.04
H  2.488  -0.216  2.216  0.03
H  2.089  1.113  3.086  0.02

# 2
A cluster of 2 separate species, C4H14N3O in total at a distorted geometry, computed with the ωB97M-V functional and the def2-TZVPD basis.

Properties
ΔE to the lowest compared entry with this formula, charge and spin ... 48.50 kcal per mole
Molecular weight ... 120.176 g mol⁻¹
Net charge ... +1
Energy ... -400.05525 hartree
LUMO ... -0.1035 Eh
Kohn-Sham gap ... 0.383 Ha

Last column: Mulliken charge in e.
Element x y z (Å)
C  -0.566  0.963  1.778  -0.72
C  0.537  -0.125  1.666  -0.46
C  0.651  -0.914  0.384  -0.78
N  2.522  -1.372  -1.834  -0.57
C  1.614  -0.278  -1.712  -0.06
N  0.897  0.020  -0.726  -0.32
N  -1.031  1.498  0.417  -0.19
H  -0.471  1.764  2.507  0.41
H  -1.456  0.501  2.192  0.31
H  1.476  0.351  1.926  0.33
H  0.195  -0.777  2.439  0.33
H  1.374  -1.688  0.532  0.42
H  -0.315  -1.309  0.051  0.26
H  2.177  -2.220  -2.264  0.25
H  3.039  -1.582  -0.989  0.27
H  1.800  0.347  -2.577  0.37
H  -0.433  0.968  -0.268  0.43
H  -0.692  2.450  0.316  0.39
H  -2.027  1.377  0.249  0.34
H  -3.036  -0.780  -1.254  0.29
H  -3.378  0.657  -1.743  0.31
O  -2.879  0.151  -1.091  -0.61

# 3
A structure of composition C4H14N3OS at a distorted geometry, computed with the ωB97M-V functional and the def2-TZVPD basis.

Properties
ΔE to the lowest compared entry with this formula, charge and spin ... 12.72 kcal per mole
Molecular weight ... 152.243 g mol⁻¹
Net charge ... +1
Energy ... -798.11352 hartree
LUMO ... -0.1133 Eh
Kohn-Sham gap ... 0.379 Ha

Last column: Mulliken charge in e.
Element x y z (Å)
C  0.459  2.331  -0.401  -1.02
C  -1.417  1.577  0.910  -1.18
C  -1.928  -0.630  -1.396  -1.02
C  1.201  -1.556  1.233  -0.67
N  -0.494  -1.455  0.522  -0.62
N  -0.261  1.167  0.291  0.16
N  2.179  -1.979  0.213  -0.23
O  0.869  -0.345  -1.328  -0.89
S  -0.340  -0.275  -0.517  1.17
H  0.754  2.135  -1.402  0.40
H  -0.141  3.246  -0.433  0.38
H  1.430  2.423  0.066  0.29
H  -2.225  1.858  0.266  0.46
H  -1.862  0.652  1.452  0.40
H  -1.344  2.472  1.597  0.37
H  -2.589  -0.650  -0.556  0.40
H  -2.244  -0.026  -2.243  0.34
H  -1.789  -1.659  -1.658  0.40
H  1.153  -2.322  1.965  0.38
H  1.439  -0.669  1.655  0.43
H  3.133  -1.945  0.511  0.34
H  1.913  -2.932  -0.081  0.37
H  2.102  -1.419  -0.666  0.34

# 4
The molecule C4H14N3P at a distorted geometry, computed with the ωB97M-V functional and the def2-TZVPD basis.

Properties
ΔE to the lowest compared entry with this formula, charge and spin ... 10.22 kcal per mole
Molecular weight ... 135.151 g mol⁻¹
Net charge ... 0
Energy ... -666.36545 hartree
LUMO ... 0.0309 Eh
Kohn-Sham gap ... 0.337 Ha
SMILES ... CN=P(C)(NC)NC

Last column: Mulliken charge in e.
Element x y z (Å)
C  0.186  -2.396  0.144  -0.88
N  0.239  -1.196  -0.700  -0.47
P  -0.029  0.249  -0.191  0.76
C  0.073  1.218  -1.739  -1.13
N  1.156  0.890  0.714  -0.31
C  2.467  0.345  0.527  -1.00
N  -1.326  0.703  0.810  -0.34
C  -2.677  0.310  0.510  -0.79
H  -0.812  -2.504  0.437  0.31
H  0.672  -2.597  1.159  0.25
H  0.291  -3.375  -0.507  0.28
H  1.105  1.710  -1.840  0.30
H  0.047  0.453  -2.616  0.36
H  -0.625  2.055  -1.749  0.32
H  1.057  1.412  1.545  0.23
H  2.489  -0.188  -0.461  0.35
H  3.117  1.281  0.284  0.30
H  2.730  -0.354  1.235  0.37
H  -1.190  1.578  1.275  0.25
H  -3.187  -0.408  1.204  0.24
H  -3.326  1.131  0.390  0.33
H  -2.455  -0.315  -0.432  0.29

# 5
A cluster of 2 separate species, C4H14NO in total at a distorted geometry, computed with the ωB97M-V functional and the def2-TZVPD basis.

Properties
ΔE to the lowest compared entry with this formula, charge and spin ... 33.00 kcal per mole
Molecular weight ... 92.162 g mol⁻¹
Net charge ... +1
Energy ... -290.52263 hartree
LUMO ... -0.1102 Eh
Kohn-Sham gap ... 0.404 Ha

Last column: Mulliken charge in e.
Element x y z (Å)
C  0.323  -0.154  -1.708  -0.97
C  2.249  -0.469  -0.272  -0.93
C  0.617  1.324  0.122  -0.79
C  0.053  -1.148  0.504  -0.82
N  0.826  -0.120  -0.302  -0.05
H  0.433  -1.168  -2.128  0.41
H  0.927  0.544  -2.312  0.40
H  -0.736  0.144  -1.779  0.41
H  2.408  -1.528  -0.536  0.38
H  2.603  -0.306  0.760  0.42
H  2.850  0.158  -0.953  0.38
H  -0.338  1.662  -0.314  0.35
H  1.441  1.870  -0.368  0.39
H  0.621  1.573  1.197  0.34
H  0.569  -1.544  1.395  0.33
H  -0.214  -1.994  -0.152  0.34
H  -0.875  -0.648  0.828  0.40
O  -4.637  0.953  2.192  -0.64
H  -4.176  0.154  2.535  0.31
H  -4.943  0.697  1.293  0.33

# 6
A cluster of 3 separate species, C4H14NO in total at a distorted geometry, computed with the ωB97M-V functional and the def2-TZVPD basis.

Properties
ΔE to the lowest compared entry with this formula, charge and spin ... 238.48 kcal per mole
Molecular weight ... 92.162 g mol⁻¹
Net charge ... +1
Energy ... -290.19517 hartree
LUMO ... -0.3949 Eh
Kohn-Sham gap ... 0.093 Ha

Last column: Mulliken charge in e.
Element x y z (Å)
C  2.829  -1.112  1.002  -1.08
C  2.701  -0.200  -0.259  -0.26
C  1.887  1.006  0.051  -0.48
C  1.138  1.399  -1.183  -0.74
N  -7.519  -0.022  0.073  -0.65
H  3.618  -1.860  0.884  0.36
H  3.057  -0.509  1.881  0.32
H  3.674  -0.043  -0.750  0.42
H  2.030  -0.765  -0.948  0.34
H  1.049  0.624  0.718  0.36
H  2.390  1.786  0.636  0.47
H  0.325  0.564  -1.193  0.30
H  1.765  1.328  -2.092  0.34
H  0.841  2.433  -1.031  0.34
H  1.889  -1.661  1.183  0.30
H  -6.541  0.443  0.156  0.20
H  -7.209  -0.996  0.079  0.22
H  -7.281  -0.022  1.208  0.23
H  -0.706  -1.487  -0.296  0.30
O  0.064  -0.907  -0.118  -0.33

# 7
A cluster of 2 separate species, C4H14NO in total at a distorted geometry, computed with the ωB97M-V functional and the def2-TZVPD basis.

Properties
ΔE to the lowest compared entry with this formula, charge and spin ... 40.99 kcal per mole
Molecular weight ... 92.162 g mol⁻¹
Spin multiplicity ... 2
Net charge ... +2
Energy ... -289.96406 hartree
LUMO (alpha / beta) ... -0.2584 / -0.5604 Eh
Kohn-Sham gap (alpha / beta) ... 0.503 / 0.201 Ha

Last column: Löwdin spin population.
Element x y z (Å)
C  1.215  -0.474  1.014  0.14
C  0.536  0.700  0.484  0.25
N  -0.138  0.264  -0.884  0.06
C  0.935  0.074  -1.886  0.04
C  -0.802  1.308  1.251  0.29
H  2.307  -0.383  1.136  0.05
H  0.949  -1.362  0.461  0.00
H  0.992  -0.572  2.112  0.07
H  1.068  1.639  0.307  0.03
H  -0.776  -0.495  -0.510  0.00
H  -0.851  0.919  -1.225  0.00
H  1.214  0.987  -2.401  0.00
H  1.874  -0.236  -1.452  0.00
H  0.480  -0.624  -2.601  0.02
H  -0.270  1.852  2.055  0.03
H  -1.535  0.566  1.579  0.01
H  -1.281  2.026  0.596  0.00
H  -2.715  -1.882  -0.056  0.00
H  -1.434  -2.607  -0.043  0.00
O  -1.768  -1.699  0.062  0.00

# 8
A cluster of 2 separate species, C4H14NO2 in total at a distorted geometry, computed with the ωB97M-V functional and the def2-TZVPD basis.

Properties
ΔE to the lowest compared entry with this formula, charge and spin ... 26.56 kcal per mole
Molecular weight ... 108.161 g mol⁻¹
Net charge ... +1
Energy ... -365.78839 hartree
LUMO ... -0.1110 Eh
Kohn-Sham gap ... 0.426 Ha

Last column: Mulliken charge in e.
Element x y z (Å)
C  -0.953  -0.693  1.374  -1.40
C  -0.323  -0.809  0.003  -0.12
C  -1.155  -0.243  -1.128  0.12
C  -1.536  1.232  -0.913  -1.18
O  -0.418  -0.265  -2.350  -0.59
N  1.072  -0.147  -0.095  -0.19
H  -2.011  -0.963  1.370  0.40
H  -0.937  0.276  1.874  0.36
H  -0.405  -1.469  1.917  0.41
H  0.020  -1.827  -0.230  0.40
H  -2.065  -0.836  -1.266  0.47
H  -2.543  1.339  -0.515  0.34
H  -1.684  1.602  -1.934  0.40
H  -0.711  1.832  -0.546  0.27
H  -0.529  -0.923  -3.044  0.34
H  1.550  -0.605  -0.862  0.36
H  1.629  -0.210  0.775  0.35
H  0.896  0.843  -0.241  0.29
H  3.109  0.563  2.630  0.34
H  3.818  1.000  1.486  0.33
O  3.176  0.302  1.696  -0.69

# 9
A cluster of 3 separate species, C4H14NO2 in total at a distorted geometry, computed with the ωB97M-V functional and the def2-TZVPD basis.

Properties
ΔE to the lowest compared entry with this formula, charge and spin ... 96.01 kcal per mole
Molecular weight ... 108.161 g mol⁻¹
Net charge ... +1
Energy ... -365.67772 hartree
LUMO ... -0.2807 Eh
Kohn-Sham gap ... 0.186 Ha

Last column: Mulliken charge in e.
Element x y z (Å)
C  0.566  0.115  1.703  -0.41
O  -0.567  -0.380  0.975  -0.44
C  1.632  0.551  0.793  -0.07
C  2.392  -0.350  -0.017  -0.24
C  2.180  -0.107  -1.556  -1.07
N  -2.614  0.633  -1.584  -0.65
H  0.241  0.904  2.392  0.35
H  0.940  -0.742  2.264  0.33
H  -0.527  -0.055  0.061  0.29
H  2.034  1.545  0.978  0.39
H  3.459  -0.160  0.193  0.37
H  2.160  -1.370  0.273  0.30
H  2.831  -0.772  -2.101  0.33
H  1.149  -0.305  -1.817  0.38
H  2.426  0.920  -1.818  0.38
H  -2.769  1.634  -1.618  0.21
H  -3.079  0.204  -0.793  0.26
H  -2.901  0.209  -2.452  0.23
H  -3.877  -1.102  1.690  0.32
H  -2.390  -0.671  1.389  0.37
O  -3.286  -0.701  1.046  -0.64

# 10
A structure of composition C4H14NO2 at a distorted geometry, computed with the ωB97M-V functional and the def2-TZVPD basis.

Properties
ΔE to the lowest compared entry with this formula, charge and spin ... 273.90 kcal per mole
Molecular weight ... 108.161 g mol⁻¹
Net charge ... +1
Energy ... -365.39423 hartree
LUMO ... -0.3293 Eh
Kohn-Sham gap ... 0.198 Ha

Last column: Mulliken charge in e.
Element x y z (Å)
C  0.398  0.165  1.714  -0.29
C  0.559  -1.118  1.110  -0.23
C  -0.233  -1.504  -0.035  0.07
C  0.334  -0.970  -1.353  -1.04
O  -2.002  0.384  -0.431  -0.50
N  -0.280  1.264  1.276  -0.29
H  -0.969  2.590  -1.716  0.13
H  0.291  0.164  2.803  0.50
H  1.456  0.044  0.836  0.25
H  0.997  -1.853  1.777  0.50
H  -1.322  -1.037  0.105  0.16
H  -0.417  -2.566  -0.197  0.45
H  0.367  0.113  -1.443  0.18
H  1.371  -1.303  -1.456  0.38
H  -0.270  -1.343  -2.177  0.35
H  -0.741  2.000  -2.107  -0.12
H  -1.307  1.083  1.310  0.40
H  -0.179  1.362  0.257  0.23
H  -2.970  0.403  -0.533  0.21
H  2.857  1.216  0.367  0.29
O  2.060  0.908  -0.106  -0.62